No. 1
Below is C28H29IIrNOPS4SbSi as an isolated structure, with properties calculated with ωB97M-V with the def2-TZVPD basis set.

Last column: Mulliken charge in e.
Geometry (Å):
Ir 1.429 -0.942 0.408  2.323
O -0.715 -3.328 2.562  -0.694
C -0.420 -3.241 1.376  -0.079
C -1.517 -3.121 0.349  0.871
C -2.413 -4.189 0.291  -0.808
C -3.381 -4.251 -0.694  -0.673
C -3.474 -3.233 -1.633  -0.721
C -2.610 -2.151 -1.560  -0.634
C -1.637 -2.073 -0.564  -0.206
P -0.587 -0.586 -0.354  0.889
C -1.747 0.500 0.584  0.293
C -3.115 0.272 0.716  -0.603
C -3.907 1.135 1.466  -0.671
C -3.349 2.243 2.086  -0.791
C -1.986 2.478 1.960  -0.992
C -1.195 1.607 1.226  0.034
C -0.677 0.123 -2.045  0.872
C -0.042 -0.588 -3.069  -1.012
C -0.056 -0.112 -4.368  -0.814
C -0.703 1.085 -4.664  -0.456
C -1.347 1.788 -3.658  -0.756
C -1.342 1.305 -2.352  -0.396
H -2.315 -4.985 1.018  0.447
H -4.052 -5.101 -0.742  0.363
H -4.215 -3.279 -2.422  0.402
H -2.694 -1.351 -2.285  0.414
H -3.566 -0.591 0.244  0.356
H -4.967 0.934 1.570  0.382
H -3.968 2.911 2.672  0.326
H -1.533 3.335 2.445  0.434
H -0.126 1.763 1.158  0.561
H 0.498 -1.506 -2.855  0.448
H 0.471 -0.672 -5.131  0.402
H -0.694 1.470 -5.677  0.321
H -1.850 2.723 -3.880  0.348
H -1.858 1.860 -1.578  0.420
S 2.709 -3.338 -4.449  -0.857
Sb 3.586 -3.397 -2.298  0.212
S 1.177 -3.405 0.693  -0.455
S 2.693 -1.132 -1.398  -0.212
S 5.533 -2.088 -2.174  -0.811
I -1.701 -0.280 5.695  0.002
C 0.056 -0.824 4.699  -0.575
C 1.116 -1.381 5.382  -0.173
C 2.230 -1.734 4.639  -0.812
C 2.233 -1.518 3.274  -0.308
N 1.204 -0.974 2.624  -0.192
C 0.127 -0.644 3.328  0.328
H 1.074 -1.544 6.450  0.381
H 3.090 -2.186 5.112  0.394
H 3.079 -1.797 2.658  0.494
H -0.709 -0.237 2.776  -0.040
C 2.525 2.131 -2.383  -0.653
Si 2.287 2.472 -0.561  0.430
C 0.796 3.642 -0.432  -0.914
C 3.741 3.551 0.000  -1.257
C 2.230 1.019 0.619  -1.201
H 2.655 3.081 -2.917  0.354
H 1.662 1.614 -2.808  0.079
H 3.395 1.497 -2.557  0.301
H 1.019 4.534 -1.029  0.431
H 0.613 3.970 0.598  0.252
H -0.125 3.207 -0.821  0.252
H 3.832 4.452 -0.616  0.250
H 4.678 2.993 -0.076  0.306
H 3.618 3.863 1.043  0.278
H 1.936 1.432 1.599  0.470
H 3.299 0.789 0.729  0.637

HOMO-LUMO gap ... 3.62 eV
Charge ... -2
Electronic energy ... -4080.40082 Ha
Maximum force ... 0.424 eV Å⁻¹

---

No. 2
Below is a 2-piece molecular cluster, C6H12O overall, with properties calculated with ωB97M-V with the def2-TZVPD basis set.

Last column: Mulliken charge in e.
Geometry (Å):
C 2.428 0.490 -0.605  -1.006
C 0.521 -0.672 1.201  -0.815
C -0.514 -0.485 0.228  0.954
C -0.729 -1.534 -0.843  -1.471
C -1.737 -0.109 1.128  -1.056
C -1.271 0.834 0.096  0.151
O -0.714 2.016 0.567  -0.517
H 2.498 1.394 0.006  0.249
H 1.660 0.616 -1.375  0.210
H 3.391 0.292 -1.078  0.328
H 0.644 0.298 1.723  0.349
H 2.170 -0.367 0.032  0.344
H 0.011 -1.402 -1.642  0.283
H -0.592 -2.533 -0.420  0.374
H -1.725 -1.470 -1.298  0.350
H -1.551 0.165 2.163  0.317
H -2.616 -0.725 0.962  0.275
H -1.873 0.927 -0.811  0.342
H 0.000 2.264 -0.035  0.338

HOMO-LUMO gap ... 8.84 eV
Electronic energy ... -310.88161 Ha
Maximum force ... 0.477 eV Å⁻¹

---

No. 3
Below is C4H9O3Sm as an isolated structure in a non-equilibrium geometry, with properties calculated with ωB97M-V with the def2-TZVPD basis set.

Last column: Mulliken charge in e.
Geometry (Å):
H -1.240 -1.896 0.150  0.266
C 0.559 -0.520 2.374  -0.689
O 0.632 -0.329 0.968  -0.278
C 0.906 -1.508 0.203  -0.125
C -0.255 -2.470 0.157  -1.143
H 0.140 0.395 2.809  0.244
H -0.097 -1.364 2.626  0.298
H 1.567 -0.696 2.777  0.306
H 1.808 -1.979 0.621  0.336
H 1.059 -1.118 -0.860  0.184
H -0.266 -2.913 -0.848  0.358
H -0.163 -3.289 0.882  0.396
O -1.195 0.712 -1.853  -0.712
C -2.316 0.782 -1.255  0.381
O -2.437 1.478 -0.210  -0.717
Sm -0.015 1.935 -0.059  1.458
H -3.225 0.444 -1.788  0.436

HOMO-LUMO gap (spin up / spin down) ... 7.78 / 9.68 eV
Charge ... +1
Electronic energy ... -1041.28330 Ha
2S+1 ... 7
Maximum force ... 2.036 eV Å⁻¹

---

No. 4
Below is one molecule with the formula C4H5NO2, with properties calculated with ωB97M-V with the def2-TZVPD basis set.

Last column: Mulliken charge in e.
Geometry (Å):
O -2.184 0.353 -1.282  -0.512
C -1.198 0.300 -0.610  0.455
C 0.082 -0.381 -1.006  -0.302
C 1.172 -0.313 0.070  -0.386
N 0.645 -0.298 1.427  -0.454
C -0.394 0.390 1.579  0.068
O -1.133 0.997 0.579  -0.334
H 0.355 0.258 -1.851  0.234
H -0.122 -1.393 -1.371  0.276
H 1.722 0.626 -0.054  0.260
H 1.899 -1.124 -0.030  0.308
H -0.843 0.586 2.548  0.386

HOMO-LUMO gap ... 11.35 eV
SMILES ... O=C1CCN=CO1
Electronic energy ... -360.64561 Ha
Maximum force ... 0.560 eV Å⁻¹